No. 1
140
Properties=species:S:1:pos:R:3:forces:R:3:mulliken_charge:R:1 method="wB97M-V/def2-TZVPD" e_homo_ev=-7.19 homo_lumo_gap_ev=6.9 total_energy_ev=-88472.9163
O 21.23262 14.15971 -21.12342 0.4 0.4 -0.3 -0.5139
O 11.25377 10.40130 -22.29043 0.9 1.7 -0.9 -0.4095
O 17.31941 9.32932 -24.86267 -7.3 -3.6 0.6 -0.5748
O 21.08547 12.32303 -22.36815 1.9 1.1 -0.2 -0.5705
O 15.24163 8.29382 -24.49526 0.6 0.6 0.0 -0.4299
O 16.01844 9.63746 -22.95275 0.9 0.0 -2.1 -0.1991
O 10.37988 12.76993 -25.37984 0.7 1.6 2.2 -0.6244
O 17.72550 15.63812 -19.31085 -0.3 0.1 -0.6 -0.5142
O 22.67099 13.87344 -22.87571 -1.1 -0.5 1.2 -0.6538
O 13.66320 10.86048 -17.13151 -2.9 -0.9 -1.0 -0.4957
O 13.16897 11.72970 -22.24437 -10.7 -14.7 -6.5 -1.2892
O 13.04522 10.92824 -19.29278 0.8 -1.8 1.7 -0.3669
O 12.67645 12.70656 -18.05036 0.2 -0.6 1.2 -0.3871
O 13.12325 9.53313 -21.44749 -8.3 1.3 2.7 0.0728
O 19.57304 14.40361 -18.77791 -1.5 6.9 2.4 -0.5820
O 11.48819 14.25804 -24.03905 1.5 -0.2 2.1 -0.3350
N 15.69400 14.85084 -25.62855 2.3 0.1 1.7 -0.9024
N 19.29182 14.41524 -23.80401 10.9 -2.3 4.2 -0.2197
N 16.11960 8.04594 -20.14898 0.4 -0.6 2.1 -0.6121
N 18.73370 11.44226 -20.14253 -3.1 6.2 16.8 0.0139
N 16.30078 11.10779 -19.24430 -1.4 -4.0 9.9 -0.4424
N 15.27150 14.30229 -22.75427 -3.8 -6.3 -3.9 -0.0884
C 12.56245 10.62958 -22.03391 0.9 3.3 -2.3 -0.0465
C 18.68973 15.24418 -18.51887 2.8 1.9 0.2 1.2410
C 14.20949 8.33672 -23.45655 1.3 -0.8 -0.6 -0.3039
C 17.70496 11.74564 -21.95706 -8.6 0.7 -1.5 -0.3860
C 19.48246 9.69434 -20.83162 0.0 -4.1 -0.7 -0.1181
C 14.92413 8.98981 -22.30878 1.5 0.2 -2.0 -0.4446
C 18.96863 10.39160 -23.59289 4.5 0.5 -1.3 -0.2486
C 17.62276 17.65930 -23.77476 -1.0 0.0 -0.8 -2.0207
C 20.12223 10.92768 -24.50600 -0.1 -0.4 0.2 -1.8151
C 17.56596 15.09223 -20.66554 -2.7 -0.8 0.7 0.4904
C 16.29941 9.10666 -24.13724 0.4 0.0 -3.7 0.2965
C 19.90797 12.35083 -21.60740 3.8 2.7 -0.9 1.7293
C 16.01827 11.47807 -18.17844 -0.5 0.4 0.0 1.1491
C 17.85015 8.11577 -22.07330 1.4 -0.4 0.5 0.7359
C 9.74988 15.06599 -25.35684 -0.4 0.5 0.6 -1.1279
C 16.15081 15.46630 -21.21296 1.8 2.1 6.7 -1.8469
C 12.08999 12.99845 -19.30076 0.2 0.5 -0.3 0.0812
C 19.28406 11.25779 -15.78065 0.4 0.0 0.0 -1.6830
C 17.54305 15.03189 -23.76236 -6.8 3.4 -0.3 1.0242
C 12.09073 8.60436 -21.21665 -1.7 -1.5 0.9 -0.6513
C 12.83547 13.58570 -22.11233 -2.2 3.8 0.3 -0.6581
C 19.47986 12.43958 -16.69896 0.3 1.0 -0.8 -0.5911
C 10.98504 9.04593 -22.15495 -0.2 -1.5 0.3 -0.5893
C 21.76066 13.49098 -22.17412 0.5 0.1 -1.0 0.3987
C 19.55097 13.47366 -24.38290 3.1 -4.3 -2.1 0.2287
C 16.51969 14.92272 -24.78889 -2.7 0.3 -1.8 0.1348
C 18.69353 16.11351 -17.22474 1.0 0.1 -0.3 -1.5313
C 12.65640 11.90754 -20.15869 -2.6 1.1 2.2 1.0001
C 13.13067 11.40866 -18.05658 0.4 0.5 0.6 0.1018
C 15.71291 12.03350 -16.85642 0.4 1.1 0.6 -0.7906
C 10.55084 13.87297 -24.82248 -1.7 -1.3 -4.8 0.8371
C 12.52141 13.32591 -23.57749 0.0 1.3 -1.1 -0.4597
C 17.48943 16.39042 -22.96907 0.4 0.4 -2.2 0.0849
C 15.12256 13.20436 -22.38066 1.9 0.0 -1.2 -0.6367
C 18.40403 12.74196 -17.75930 -1.5 -2.2 0.6 1.0796
C 18.58362 12.00504 -19.08664 0.6 -1.3 -2.2 0.4585
C 16.26111 11.11956 -15.74655 -1.9 -0.1 0.8 -0.5575
C 16.18977 11.73287 -14.29058 0.6 -1.3 -1.5 -1.6797
C 19.29216 8.41821 -21.59881 1.0 -1.5 0.6 -2.0000
C 16.38617 11.38008 -21.22799 -0.3 2.9 -5.2 -0.1111
C 15.01752 11.79901 -21.93214 8.3 0.1 1.0 0.0303
C 16.87611 8.08573 -21.00180 2.6 -0.7 1.1 -0.3354
C 19.82862 12.27212 -25.21458 -0.6 -0.1 0.1 -1.0668
C 20.13511 13.42774 -20.57723 0.5 -1.1 -2.7 1.6937
H 16.33921 10.32636 -20.95309 0.1 0.8 -0.6 0.0632
H 20.36039 13.07789 -19.56977 0.8 -0.5 -1.2 -0.1868
H 9.99636 8.89987 -21.71988 0.1 0.1 -0.2 0.3957
H 12.07524 13.14514 -21.46732 -0.6 1.2 -0.9 0.7570
H 17.89202 12.81945 -21.96421 -2.0 -0.3 1.0 0.3402
H 15.96630 15.02926 -22.19431 2.0 2.3 1.8 -0.3980
H 18.47291 14.94717 -24.32475 -3.8 3.5 -2.6 0.3410
H 13.99556 7.28543 -23.26391 -0.4 0.1 0.0 0.3435
H 20.68989 12.38794 -25.87254 -0.1 0.9 0.0 0.5822
H 16.89522 12.56348 -14.26788 -0.4 0.4 0.5 0.3401
H 16.03441 16.55007 -21.21097 -0.3 0.0 0.9 0.4341
H 11.00039 12.97319 -19.28542 -0.1 -0.1 0.5 0.2240
H 17.84228 7.12239 -22.52189 -0.1 0.0 -0.3 0.8734
H 9.58420 15.06441 -26.43417 0.3 -0.6 0.1 0.3298
H 18.02666 10.28111 -24.13008 1.9 1.8 0.9 1.3257
H 12.97410 14.63442 -21.84955 -0.4 0.6 -0.4 0.2287
H 18.87797 11.02411 -22.70981 2.1 -2.0 -3.1 -0.6356
H 18.33107 15.42127 -21.36872 0.1 -0.9 1.5 0.4705
H 18.92583 12.23904 -25.82447 0.0 -0.7 -0.4 0.3401
H 18.16997 16.42712 -22.11842 0.2 0.7 -1.6 1.2109
H 19.79416 11.43449 -21.02820 2.7 2.2 -1.5 0.5127
H 13.78987 13.15800 -21.80521 -2.1 2.7 0.3 0.6612
H 14.27667 9.72354 -21.82864 5.7 -0.5 -1.7 -0.0531
H 13.31736 8.87039 -23.78428 0.1 0.0 -0.5 0.1452
H 18.34220 13.81568 -17.93646 -1.0 -3.0 1.1 0.0369
H 15.17791 11.91153 -13.92684 0.1 0.6 -0.4 0.3831
H 11.81219 11.46587 -20.68817 -0.1 0.7 0.5 1.0027
H 20.42213 12.40770 -17.24598 0.2 -0.2 0.3 0.4058
H 10.19945 16.03133 -25.12424 0.2 -0.2 0.2 0.2936
H 19.54423 13.32914 -16.07235 0.1 0.2 0.0 0.4315
H 14.63176 12.16922 -16.82793 1.2 0.6 0.9 0.6853
H 17.43368 12.49757 -17.32711 1.6 -0.4 -0.7 -2.0844
H 20.24991 11.03457 -15.32745 0.0 -0.4 -0.1 0.5090
H 17.48948 14.13369 -23.14717 -0.3 0.6 -0.1 -0.0494
H 16.50907 16.39995 -22.49273 1.4 1.1 -2.2 0.5553
H 18.80147 17.16134 -17.50491 0.1 0.0 -0.5 0.4923
H 17.86786 16.16919 -16.51532 -0.4 -0.8 -0.4 0.3101
H 14.22796 11.72705 -21.18414 5.5 -1.2 0.4 -0.8338
H 19.60767 15.87286 -16.68204 -0.1 -0.2 0.1 0.3585
H 19.21324 14.00906 -20.55907 1.8 -0.5 -0.4 -0.3607
H 20.51370 9.74282 -20.48190 -0.1 0.1 0.2 0.3595
H 11.75888 8.63435 -20.17882 0.3 0.3 0.1 0.4339
H 15.28705 8.33217 -21.51891 -1.6 0.5 -1.7 1.2434
H 18.86728 10.40861 -16.32221 0.6 -0.3 0.1 0.3996
H 18.60206 11.49804 -14.96501 0.3 0.0 -0.1 0.2681
H 19.03961 12.62717 -22.20546 3.8 0.2 -0.2 -0.2935
H 13.39272 13.55655 -24.19046 0.0 0.1 0.0 0.4415
H 19.22793 9.38295 -23.27118 0.0 1.0 -1.2 0.0594
H 15.34128 15.12688 -20.56678 0.1 -0.7 0.4 0.6648
H 21.09578 11.01240 -24.02317 -0.5 0.4 0.7 0.5038
H 18.43341 11.16585 -21.39021 -3.5 1.1 -2.4 -0.1779
H 19.27829 10.55486 -21.46876 1.6 -4.5 -0.9 0.1568
H 17.54054 8.88862 -22.77682 1.3 -1.2 1.1 -1.0729
H 18.76472 9.64436 -20.01281 0.5 -0.8 0.0 0.4368
H 17.26651 10.76069 -15.96678 -1.0 0.1 0.0 0.2569
H 16.56743 10.94395 -13.64013 0.2 0.1 0.2 0.4356
H 17.55079 14.00905 -20.54470 0.0 0.0 0.0 -0.5159
H 17.63511 11.48503 -23.01313 -1.4 1.1 0.7 -0.1742
H 12.38547 13.96553 -19.70765 0.2 0.1 0.7 0.3719
H 12.29733 12.27598 -23.76601 -0.9 1.1 -0.5 0.2436
H 16.74590 17.71711 -24.41966 -0.1 0.0 -0.4 0.3988
H 12.36523 7.56973 -21.42227 0.6 0.2 -0.1 0.3966
H 19.70396 7.65807 -20.93497 -0.5 -0.6 0.0 0.5694
H 16.37567 11.92632 -20.28481 0.1 1.7 -3.1 0.2688
H 16.18849 13.00540 -16.72478 -0.5 0.3 -0.2 0.2281
H 8.75710 15.07723 -24.90700 -0.1 -0.1 0.1 0.2948
H 13.42694 12.20339 -20.87063 -2.3 1.0 4.4 -0.9435
H 19.96079 8.38388 -22.45895 -0.1 -0.4 0.2 0.6380
H 14.83437 11.16504 -22.79969 0.8 0.7 0.4 0.1973
H 17.47439 18.50585 -23.10436 0.5 0.2 0.0 0.4330
H 20.51070 10.22766 -25.24571 -1.1 -0.3 -0.8 0.4453
H 18.47722 17.77632 -24.44132 0.3 0.0 0.4 0.3769
H 15.55113 10.29301 -15.77582 0.4 -0.5 0.1 0.5494
H 11.07617 8.53249 -23.11212 -0.2 0.2 -0.2 0.3531


No. 2
107
Properties=species:S:1:pos:R:3:forces:R:3:mulliken_charge:R:1 method="wB97M-V/def2-TZVPD" relative_energy_kj_mol=60.0 e_homo_ev=-10.06 homo_lumo_gap_ev=10.2 total_energy_ev=-146015.9283
S -16.11599 -6.34484 -2.44990 0.7 0.4 0.0 1.0096
S -19.46774 -5.47898 2.08001 0.1 -0.5 -1.2 0.8829
P -19.41695 -2.30454 -5.82627 1.1 -1.0 -1.1 0.7238
P -15.65002 -3.39711 7.46925 0.2 -0.6 -0.4 1.0702
P -19.13997 -8.57438 8.48092 0.5 -0.1 -0.6 0.9591
P -19.00094 -11.71479 0.41755 0.5 0.5 0.4 0.7011
P -21.80321 -7.69838 -3.25868 -0.1 -0.9 -0.5 1.3793
O -19.07952 -3.35177 -4.72061 0.5 -0.4 1.0 0.1215
O -15.83177 -3.44824 5.90292 0.3 0.1 -0.1 -0.2302
O -18.84004 -5.79334 0.64165 0.3 0.3 0.7 -0.2039
O -18.63443 -4.66915 2.88358 0.2 0.2 0.0 -0.4665
O -17.92399 -1.98649 -6.26757 0.0 -0.1 -0.5 -0.2646
O -20.58065 -8.62930 -3.63210 -0.2 0.8 0.4 -0.3860
O -19.35944 -9.91368 7.94333 -0.1 -0.1 0.0 -0.7274
O -20.07155 -7.42018 7.95972 -0.8 -0.3 -0.3 -0.2281
O -15.08381 -4.59865 8.07164 -0.5 -0.4 0.2 -0.6767
O -20.61764 -4.55379 1.49447 -1.1 0.1 0.8 -0.3744
O -16.55962 -5.83313 -3.87526 -0.1 -0.7 -0.9 -0.2693
O -14.95221 -7.12351 -2.57083 1.2 -0.4 -0.3 -0.6419
O -17.69637 -8.01797 8.15566 0.2 0.2 0.2 -0.3030
O -19.30183 -8.41784 10.04197 0.0 0.1 0.1 -0.2765
O -17.18853 -6.89726 -1.73330 -1.3 0.3 0.3 -0.2107
O -17.05297 -2.92112 8.00247 -0.3 0.0 0.2 -0.2525
O -21.49395 -6.36876 -2.75083 0.2 0.5 0.5 -0.5877
O -18.88135 -12.72957 -0.61364 0.1 0.0 -0.5 -0.7166
O -20.00873 -3.18396 -7.00954 -0.9 0.3 -0.1 -0.3323
O -18.57232 -10.23463 -0.03534 -1.0 -0.6 -0.2 -0.0861
O -18.07766 -11.97719 1.65613 0.0 -0.2 0.4 -0.3335
O -20.45076 -11.58400 1.07010 0.2 0.1 0.1 -0.2504
O -19.95878 -6.71455 2.58887 -0.2 0.2 0.1 -0.5313
O -22.72251 -7.67721 -4.54739 -0.3 0.0 0.0 -0.4705
O -22.56082 -8.65685 -2.29399 -0.2 0.2 0.8 -0.3006
O -15.74935 -4.89309 -1.91403 -0.3 -0.3 0.5 -0.3677
O -14.68508 -2.17900 7.67612 0.0 0.9 0.2 -0.3434
O -20.21811 -1.15785 -5.51980 -1.2 1.2 0.4 -0.7459
C -20.06551 -4.07748 -3.97734 -0.8 -0.2 -0.9 -0.3335
C -18.37981 -9.07532 10.90364 -0.4 -0.6 0.9 -0.7168
C -17.54912 -1.60970 7.71217 0.3 0.5 -0.4 -0.6151
C -15.16798 -4.16721 -2.99582 0.7 0.3 0.1 -0.5099
C -15.98923 -4.55707 -4.20505 -1.7 1.5 -0.1 0.1158
C -19.31917 -9.07588 0.29989 0.5 1.4 1.0 -0.3423
C -22.98549 -9.95598 -2.70301 0.8 -0.6 -0.3 -0.8181
C -18.35265 -11.54907 2.99986 -0.2 0.1 -0.2 -0.4825
C -19.38590 -8.11679 -4.17990 1.3 -1.0 -1.6 -0.3259
C -13.27955 -2.44772 7.71451 0.2 -0.8 -0.6 -0.7184
C -16.96844 -3.84160 5.15182 -0.1 0.1 -1.4 -0.8622
C -21.04434 -5.13556 0.26714 0.6 -0.5 -1.6 -0.2589
C -21.55116 -11.50620 0.18745 -1.0 0.7 -0.4 -0.9825
C -19.51592 -4.47653 -7.29552 0.9 -0.5 0.5 -0.2730
C -23.00872 -6.47006 -5.24993 0.6 0.2 -0.7 -0.5220
C -21.34624 -7.72252 7.32793 0.2 1.1 0.6 -0.6577
C -19.71469 -5.33332 -0.42965 0.8 -0.8 0.2 0.2084
C -17.45219 -6.62474 8.42051 0.0 0.6 0.2 -0.5955
C -17.69589 -0.90113 -7.18130 0.9 0.5 -0.3 -0.7876
H -22.04968 -12.46534 0.06097 0.3 -0.2 0.0 0.3949
H -13.06531 -3.29796 7.06116 0.1 0.2 -0.1 0.3053
H -19.18940 -7.04788 -4.21468 -0.5 0.1 0.8 -0.1896
H -17.96484 -8.32923 11.57562 0.2 0.0 -0.1 0.2618
H -22.28819 -10.79829 0.58311 0.2 -0.1 0.3 0.4039
H -15.51668 -4.41464 -5.17690 0.6 -1.1 0.1 0.3617
H -18.55697 -8.64111 -3.71122 0.0 0.3 0.3 0.3063
H -19.33865 -8.43062 -5.23027 -0.2 0.0 0.0 0.3729
H -16.69691 -4.52778 4.34776 0.4 -0.4 0.6 0.3349
H -18.73152 -10.52747 3.04776 0.1 0.0 -0.2 0.2253
H -17.77998 -4.28455 5.71979 0.0 0.2 0.3 0.3674
H -23.88427 -9.84764 -3.29761 -0.2 -0.3 0.1 0.2915
H -20.21907 -5.26683 -7.02618 -0.4 0.3 -0.2 0.0399
H -16.47730 -6.43475 8.86110 0.1 -0.5 -0.1 0.4070
H -17.93143 -1.47537 6.69469 0.1 -0.6 0.0 0.2569
H -19.24057 -4.54472 -8.34285 -0.1 0.0 -0.1 0.3310
H -22.18798 -10.45537 -3.26352 -0.2 0.3 -0.3 0.3845
H -23.06248 -10.59591 -1.82935 -0.7 0.4 0.2 0.2351
H -22.65123 -5.60961 -4.69182 -0.2 0.1 0.1 0.1449
H -12.92704 -2.77784 8.68968 -0.3 0.4 0.2 0.2708
H -21.06080 -3.89841 -4.39709 0.0 0.3 0.3 0.4966
H -18.36766 -1.39492 8.38981 0.1 -0.1 0.2 0.2529
H -18.63286 -4.67781 -6.68124 0.1 0.0 -0.2 0.0826
H -24.06379 -6.37074 -5.48461 -0.1 -0.2 0.3 0.3120
H -22.46834 -6.51836 -6.19905 -0.1 0.1 0.0 0.2081
H -15.21691 -3.11837 -2.72422 -0.2 0.1 -0.2 0.3470
H -12.77548 -1.56421 7.34297 0.1 0.1 0.2 0.2579
H -21.23423 -7.53984 6.26492 0.0 -0.4 -0.2 0.2008
H -16.79738 -0.41532 -6.79590 -0.4 0.4 0.1 0.2407
H -20.04087 -3.81443 -2.92822 0.1 0.1 0.0 0.2049
H -18.19202 -6.20927 9.10724 -0.1 -0.1 -0.1 0.3529
H -17.59585 -9.66373 10.42745 0.0 0.4 -0.5 0.3285
H -19.93314 -5.14310 -4.13128 0.5 0.0 0.3 -0.2178
H -21.30375 -11.08708 -0.79277 0.4 -0.3 0.1 0.2935
H -17.40520 -1.15487 -8.21042 -0.3 -1.0 0.3 0.2830
H -22.02312 -6.95977 7.71982 -0.1 -0.1 -0.1 0.2681
H -16.88265 -3.93314 -4.33536 0.3 0.2 0.4 -0.0578
H -19.70326 -6.15075 -1.13831 -0.2 0.2 -0.3 -0.1206
H -21.73278 -8.69901 7.59946 0.3 -0.2 -0.2 0.3325
H -18.54552 -0.23224 -7.29855 0.0 0.1 0.6 0.3479
H -17.49337 -6.05966 7.49014 -0.1 -0.2 -0.1 0.0930
H -17.29933 -2.99604 4.54059 -0.3 0.2 0.6 0.3132
H -16.72846 -0.89834 7.81011 -0.2 0.1 0.3 0.2954
H -19.26232 -4.42867 -0.83485 -0.2 0.1 0.0 0.1749
H -19.09991 -12.20959 3.42375 0.0 -0.1 0.2 0.2515
H -18.67565 -8.40483 0.87706 0.3 -0.1 -0.4 0.2724
H -17.42307 -11.60412 3.55166 0.1 -0.1 0.0 0.2510
H -18.94554 -9.79948 11.49524 0.0 0.1 0.1 0.2836
H -14.11875 -4.44709 -3.10013 0.0 -0.1 0.0 0.3197
H -20.14619 -9.18023 1.00505 -0.2 -0.8 -0.4 0.4604
H -21.67460 -4.51088 -0.35653 -0.2 0.5 0.6 0.3397
H -21.51431 -6.11859 0.34904 -0.2 0.2 0.6 0.3654
H -19.64715 -8.52261 -0.58086 0.0 -0.3 -0.2 -0.1317